1:
ORCA calculation (the ωB97M-V functional and the def2-TZVPD basis) on a molecular structure, C23H15Br3N6O3V.

Each line ends with the Mulliken spin population.
Geometry (Å):
V  -0.236  -0.777  -1.162  2.8979
C  3.104  0.145  -1.816  0.0816
C  2.984  -1.032  -0.899  -0.0073
C  4.132  -1.577  -0.285  -0.0046
C  4.016  -2.647  0.553  0.0118
C  2.749  -3.223  0.781  -0.0018
C  2.509  -4.355  1.601  0.0034
Br  3.941  -5.186  2.524  0.0001
C  1.249  -4.860  1.732  -0.0020
C  0.170  -4.272  1.053  -0.0059
Br  -1.547  -5.026  1.255  0.0005
C  0.320  -3.160  0.240  -0.0545
O  -0.644  -2.596  -0.417  0.0180
C  1.652  -2.631  0.128  0.0876
N  1.784  -1.532  -0.676  -0.0647
H  4.147  0.359  -2.044  0.0016
H  2.648  1.009  -1.329  -0.0086
H  2.575  -0.052  -2.751  -0.0007
H  5.095  -1.132  -0.489  0.0002
H  4.886  -3.071  1.035  0.0007
H  1.065  -5.723  2.356  -0.0002
N  -0.507  3.000  -3.312  0.0012
C  0.328  2.077  -2.829  0.0295
N  -0.371  1.039  -2.427  -0.0345
C  -1.663  1.398  -2.698  -0.0016
N  -1.786  2.580  -3.250  0.0013
C  -2.759  0.526  -2.277  0.0464
C  -4.103  0.799  -2.484  -0.0038
N  -5.050  0.006  -1.997  0.0193
C  -4.652  -1.054  -1.303  -0.0066
C  -3.310  -1.347  -1.096  0.0420
N  -2.367  -0.553  -1.592  -0.0187
H  -0.294  3.918  -3.665  -0.0009
H  1.392  2.204  -2.745  0.0025
H  -4.406  1.677  -3.040  -0.0003
H  -5.419  -1.697  -0.890  -0.0004
H  -2.969  -2.208  -0.534  -0.0090
Br  -2.924  2.477  0.572  0.0007
C  -1.643  2.796  1.942  0.0004
C  -2.039  3.566  3.025  0.0002
C  -1.126  3.852  4.026  -0.0001
C  0.178  3.385  3.930  0.0000
C  0.561  2.631  2.836  -0.0005
C  -0.348  2.309  1.830  0.0111
C  0.128  1.455  0.678  -0.0031
O  1.077  1.863  0.002  0.0084
O  -0.510  0.365  0.508  -0.0364
H  -3.053  3.938  3.078  0.0002
H  -1.436  4.446  4.876  0.0000
H  0.896  3.613  4.707  0.0001
H  1.579  2.276  2.741  -0.0003

LUMO level (spin up / spin down)   -0.48 / -0.52 eV
2S+1   4
HOMO energy (spin up / spin down)   -0.262 / -0.279 Eh
Gap between HOMO and LUMO (spin up / spin down)   6.65 / 7.07 eV

=====

2:
ORCA calculation (the ωB97M-V functional and the def2-TZVPD basis) on a molecular structure, C23H15Br3N6O3V.

Each line ends with the Mulliken spin population.
Geometry (Å):
V  -0.131  -0.346  -1.313  2.8724
C  -2.051  2.623  -1.295  0.0635
C  -0.577  2.880  -1.358  -0.0140
C  -0.070  4.190  -1.258  -0.0051
C  1.274  4.416  -1.328  0.0103
C  2.157  3.335  -1.524  -0.0004
C  3.562  3.437  -1.638  0.0055
Br  4.411  5.132  -1.508  0.0002
C  4.331  2.327  -1.845  -0.0018
C  3.734  1.066  -1.953  -0.0020
Br  4.818  -0.455  -2.254  0.0005
C  2.363  0.872  -1.853  -0.0512
O  1.775  -0.275  -1.961  0.0163
C  1.574  2.052  -1.618  0.0736
N  0.229  1.846  -1.511  -0.0366
H  -2.611  3.556  -1.259  0.0004
H  -2.261  2.032  -0.402  -0.0038
H  -2.363  2.062  -2.180  -0.0012
H  -0.761  5.010  -1.122  0.0002
H  1.672  5.418  -1.246  0.0007
H  5.405  2.414  -1.930  -0.0002
N  -4.333  -1.623  -0.954  0.0017
C  -3.531  -0.561  -1.086  0.0312
N  -2.301  -0.977  -1.286  -0.0095
C  -2.413  -2.341  -1.239  -0.0086
N  -3.636  -2.769  -1.043  0.0015
C  -1.216  -3.171  -1.333  0.0429
C  -1.208  -4.557  -1.274  -0.0058
N  -0.073  -5.242  -1.304  0.0263
C  1.056  -4.547  -1.389  -0.0082
C  1.066  -3.160  -1.456  0.0529
N  -0.075  -2.480  -1.431  -0.0274
H  -5.323  -1.648  -0.780  -0.0007
H  -3.860  0.460  -1.014  0.0050
H  -2.136  -5.110  -1.193  -0.0005
H  1.982  -5.109  -1.402  -0.0004
H  1.974  -2.574  -1.528  -0.0093
Br  -0.637  -3.147  2.218  0.0008
C  -0.284  -1.680  3.379  0.0007
C  -0.095  -1.961  4.723  0.0004
C  0.109  -0.919  5.613  0.0001
C  0.097  0.393  5.163  0.0000
C  -0.110  0.659  3.820  0.0003
C  -0.284  -0.373  2.905  0.0120
C  -0.473  -0.043  1.444  -0.0062
O  -1.427  0.669  1.112  0.0105
O  0.391  -0.543  0.653  -0.0369
H  -0.112  -2.987  5.064  0.0002
H  0.267  -1.135  6.662  0.0000
H  0.245  1.207  5.859  0.0001
H  -0.138  1.678  3.455  -0.0001

LUMO level (spin up / spin down)   -0.50 / -0.55 eV
2S+1   4
HOMO energy (spin up / spin down)   -0.258 / -0.275 Eh
Gap between HOMO and LUMO (spin up / spin down)   6.51 / 6.93 eV

=====

Which one sits at the top of the stability order? 1 does.